Version w
Here is C3H7N5 in the gas phase from the Open Molecules 2025 dataset. Energies are from the ωB97M-V functional and the def2-TZVPD basis.

Values from the calculation:
LUMO level = 0.0 eV
SMILES = [H]/N=C1/NN/C(=N/[H])C1N
frontier orbital gap = 9.074 eV

Structure (ORCA input):
```
! RIJCOSX wB97M-V def2-TZVPD def2/J DEFGRID3
* xyz 0 1
N 0.89395 -0.90340 -1.11336
N 0.81481 -1.64661 1.73276
N -0.83251 1.44207 0.85807
N -0.88523 0.31623 1.72481
N 0.00178 2.00464 -1.42451
C 0.07867 -0.68362 1.19550
C -0.10527 -0.31212 -0.31965
C -0.42255 1.09323 -0.43332
H 0.11096 1.10141 -2.19955
H 1.63192 -1.97368 0.91716
H 1.75379 -0.27256 -1.20303
H -2.01921 1.65174 0.60170
H 0.46863 -1.44881 -2.15428
H -0.95712 -0.78861 -0.93993
H -0.53262 0.42010 2.75764
*
```



Version x
Here is C3H7N5 in the gas phase from the Open Molecules 2025 dataset. Energies are from the ωB97M-V functional and the def2-TZVPD basis.

Values from the calculation:
LUMO level = 0.6 eV
SMILES = [H]/N=C/N/C=N\C(N)=N\[H]
frontier orbital gap = 10.038 eV

Structure (ORCA input):
```
! RIJCOSX wB97M-V def2-TZVPD def2/J DEFGRID3
* xyz 0 1
N 1.50502 1.30628 0.22814
N -1.18162 0.37381 -0.30218
N 0.84835 -0.88444 0.46661
N -3.25931 -0.69864 -0.22661
N 3.10458 -0.67501 -0.54561
C -0.43093 -0.70743 0.23234
C 1.93585 0.06976 0.07131
C -2.53432 0.38661 -0.13410
H 2.69975 -1.62443 -0.40086
H -4.26085 -0.33724 -0.19043
H 4.15788 -0.42103 -0.18286
H 2.30234 2.07902 -0.18609
H -3.18270 1.44280 0.25009
H -1.10391 -1.57759 0.92986
H -0.60014 1.26754 -0.00960
*
```



Version y
Here is C3H7N5 in the gas phase from the Open Molecules 2025 dataset. Energies are from the ωB97M-V functional and the def2-TZVPD basis.

Values from the calculation:
LUMO level = 0.6 eV
SMILES = [H]/N=c1\cc(N)[nH]n1N
frontier orbital gap = 8.684 eV

Structure (ORCA input):
```
! RIJCOSX wB97M-V def2-TZVPD def2/J DEFGRID3
* xyz 0 1
N 0.42895 -1.15212 -0.13994
N -1.86815 -1.34427 0.41967
N 2.51655 -0.13260 0.25951
N -1.99295 1.27311 -0.02286
N -0.91824 -0.75890 -0.37286
C 0.48262 1.15012 -0.03023
C -0.85661 0.69509 -0.10705
C 1.19352 0.01952 0.05178
H -1.88495 2.28224 -0.03522
H 0.90543 2.15402 0.05767
H 2.97120 -0.87709 -0.33299
H -2.55447 -1.81533 -0.16824
H 3.04029 0.71059 0.37121
H 0.87009 -1.68410 -0.88476
H -2.33328 -0.52026 0.93431
*
```



Stability summary: most stable version y, least stable version w.



Version w
Here is a gas-phase ion, C3H6N3 (charge +1) from the Open Molecules 2025 dataset. Energies are from the ωB97M-V functional and the def2-TZVPD basis.

Values from the calculation:
LUMO level = -5.6 eV
SMILES = C#[N+]/N=C\NC
frontier orbital gap = 9.443 eV

Structure (ORCA input):
```
! RIJCOSX wB97M-V def2-TZVPD def2/J DEFGRID3
* xyz 1 1
N 1.51744 -2.16145 -0.58344
N 1.35958 -1.53352 -1.68479
N 0.05862 -0.29808 -0.22991
C 0.56197 -0.43695 -1.41478
C 1.29206 -2.35715 0.55461
C -0.54578 1.00828 0.02520
H -1.41681 0.78422 0.78548
H 0.41341 0.32521 -2.11490
H 1.35663 -2.81057 1.56008
H 0.41290 -0.91883 0.52807
H -0.88927 1.44143 -1.01867
H 0.19122 1.66170 0.47321
*
```



Version x
Here is 2 unconnected molecules or ions with the total composition C3H6N3 from the Open Molecules 2025 dataset. Energies are from the ωB97M-V functional and the def2-TZVPD basis.

Values from the calculation:
LUMO level (alpha / beta) = -5.9 / -6.1 eV
frontier orbital gap (alpha / beta) = 7.928 / 5.703 eV

Structure (ORCA input):
```
! RIJCOSX wB97M-V def2-TZVPD def2/J DEFGRID3
* xyz 1 1
N -2.34939 -0.01453 -0.05556
N -3.06312 0.80131 0.39483
N -0.11085 -0.43400 0.52053
C 2.90234 0.90393 -0.03481
C 0.99454 -0.76889 0.08547
C -1.35433 -0.75101 -0.18599
H -3.27822 1.65743 0.02521
H 1.19756 -1.58229 -0.66551
H 2.95527 0.88980 -1.20111
H -1.53903 -1.64817 -0.86229
H 3.75935 0.85968 0.59043
H -0.11412 0.08675 1.38879
*
```



Version y
Here is a gas-phase ion, C3H6N3 (charge +1) from the Open Molecules 2025 dataset. Energies are from the ωB97M-V functional and the def2-TZVPD basis.

Values from the calculation:
LUMO level = -5.9 eV
SMILES = C=NC#[N+]CN
frontier orbital gap = 8.207 eV

Structure (ORCA input):
```
! RIJCOSX wB97M-V def2-TZVPD def2/J DEFGRID3
* xyz 1 1
N 0.27108 0.66183 -0.51139
N 2.08612 -0.61792 0.26754
N -2.06717 0.56087 -0.11781
C -0.90276 0.50922 -0.54562
C -2.86318 -0.39302 0.11535
C 1.72022 0.66145 -0.21930
H 2.06931 -0.64300 1.26759
H 2.28916 0.84107 -1.14435
H 1.82983 1.43775 0.50459
H -3.71835 -0.14076 0.77575
H -2.60434 -1.43921 -0.05037
H 1.89007 -1.43829 -0.34197
*
```



Version z
Here is a molecular structure, C3H6N3 from the Open Molecules 2025 dataset. Energies are from the ωB97M-V functional and the def2-TZVPD basis.

Values from the calculation:
LUMO level = -4.2 eV
frontier orbital gap = 10.920 eV

Structure (ORCA input):
```
! RIJCOSX wB97M-V def2-TZVPD def2/J DEFGRID3
* xyz 1 1
N -0.59617 -1.04537 0.48690
N -1.04673 0.96818 -0.25180
N 0.17402 0.88260 -0.76370
C 1.21414 0.50163 0.25798
C -1.40857 0.04603 0.54261
C 0.59327 -0.83719 -0.10468
H 0.89235 0.84985 1.20191
H 0.32284 1.40882 -1.65577
H -1.10650 -1.96896 0.34685
H 1.01474 -1.41783 -0.95443
H 2.31948 0.66099 -0.02468
H -2.37286 -0.04875 0.91882
*
```



Stability summary: most stable version z, least stable version x.